Entry 1:
{
  "formula": "C24H36N2O4",
  "method": "ωB97M-V/def2-TZVPD",
  "symbols": ["O", "O", "O", "O", "N", "N", "C", "C", "C", "C", "C", "C", "C", "C", "C", "C", "C", "C", "C", "C", "C", "C", "C", "C", "C", "C", "C", "C", "C", "C", "H", "H", "H", "H", "H", "H", "H", "H", "H", "H", "H", "H", "H", "H", "H", "H", "H", "H", "H", "H", "H", "H", "H", "H", "H", "H", "H", "H", "H", "H", "H", "H", "H", "H", "H", "H"],
  "coordinates": [[4.56, 6.45, -1.82], [2.57, -0.07, 0.93], [-2.17, -3.69, 3.36], [2.39, 4.15, -2.80], [3.13, 2.63, -1.39], [-1.75, -4.75, 1.29], [-1.52, -3.64, 2.30], [3.83, 1.80, 0.79], [0.59, -0.48, 2.20], [1.90, 1.82, -1.38], [1.59, -0.96, 1.13], [-3.61, -2.17, -1.27], [-3.21, -0.74, -0.07], [1.58, -2.34, 0.77], [4.26, 1.65, -0.78], [-0.40, -1.57, 2.49], [-4.79, -2.69, -0.29], [3.34, 6.66, -1.17], [2.37, 1.27, 0.92], [0.84, -3.40, 0.96], [-3.05, -5.48, 1.35], [3.25, 3.54, -2.39], [-4.15, -4.82, 0.24], [4.74, 5.38, -2.77], [1.50, 1.93, 0.28], [4.71, 4.09, -2.27], [-4.59, -3.44, 0.71], [-4.23, -0.36, 0.65], [-0.38, -2.73, 2.04], [-5.52, -1.17, 0.02], [-3.67, -2.93, 1.39], [2.32, -2.45, 0.03], [-4.04, -1.72, -2.14], [-1.30, -1.25, 3.28], [-6.11, -0.67, -0.86], [-5.41, -3.67, 1.38], [2.29, 1.50, 2.19], [-1.36, -4.60, 0.25], [-5.48, -3.23, -1.16], [1.37, 3.11, 0.53], [1.87, 0.94, -1.50], [0.38, 0.41, 2.36], [-4.73, 0.70, 0.55], [5.71, 5.67, -3.37], [5.04, 4.22, -0.97], [0.50, 1.36, 0.36], [4.79, 1.22, 1.32], [-4.90, -5.64, 0.24], [0.85, -4.33, 0.77], [5.30, 3.42, -2.96], [5.24, 2.03, -0.82], [-6.16, -1.43, 0.76], [-2.29, -1.15, 0.37], [3.08, 5.86, -0.62], [4.11, 2.81, 1.23], [3.46, 7.74, -0.63], [-2.94, -6.45, 1.11], [-3.68, -5.05, -0.68], [3.89, 5.65, -3.48], [-3.58, -5.40, 2.42], [4.24, 0.63, -1.05], [1.04, 2.51, -1.93], [2.52, 6.74, -2.01], [-3.06, -2.83, -1.24], [-4.11, -0.44, 1.80], [-2.96, -0.15, -0.95]],
  "mulliken_charge": [-0.4141, -0.3289, -0.6172, -0.5177, 0.3965, -0.1132, -0.0325, -0.5659, -0.6967, -2.0586, 0.7220, -1.9245, -0.2952, -0.5920, -0.9820, 0.1069, -0.1648, -0.4216, -0.3735, -1.4438, -1.0016, 0.2496, -1.0947, -0.6441, 0.0783, -0.0930, 0.7425, -0.3320, 0.1557, -0.9605, -0.3001, 0.3563, 0.3596, 0.1771, 0.3010, 0.3123, 0.1205, 0.3103, 0.2690, 0.3410, 1.3501, 0.7775, 0.2942, 0.2570, 0.1683, 0.2428, 0.3538, 0.3690, 1.0365, 0.3157, 0.4679, 0.5587, -0.1299, 0.1880, 0.3111, 0.1949, 0.6238, 0.4515, 0.3205, 0.2644, 0.3891, 0.2458, 0.2030, 1.1059, 0.2308, 0.3791],
  "charge": 0,
  "e_above_lowest_kj_mol": 2233.09,
  "homo_energy_ha": -0.315,
  "energy_ha": -1345.77301,
  "gap_ev": 8.33
}

***

Entry 2:
{
  "formula": "C24H36N6O12",
  "method": "ωB97M-V/def2-TZVPD",
  "symbols": ["O", "O", "O", "O", "O", "O", "O", "O", "O", "O", "O", "O", "N", "N", "N", "N", "N", "N", "C", "C", "C", "C", "C", "C", "C", "C", "C", "C", "C", "C", "C", "C", "C", "C", "C", "C", "C", "C", "C", "C", "C", "C", "H", "H", "H", "H", "H", "H", "H", "H", "H", "H", "H", "H", "H", "H", "H", "H", "H", "H", "H", "H", "H", "H", "H", "H", "H", "H", "H", "H", "H", "H", "H", "H", "H", "H", "H", "H"],
  "coordinates": [[-0.78, -4.18, 1.78], [-0.91, -2.47, 2.99], [-0.79, 2.85, -3.31], [-2.26, -5.22, -0.52], [-0.48, 1.23, -0.62], [3.33, 1.23, 3.46], [3.09, -0.91, 3.18], [-0.83, -3.82, -1.37], [-3.40, 0.96, 0.22], [-0.48, 4.24, -1.71], [0.63, 0.56, 1.10], [-4.96, 2.42, 0.09], [-0.07, 0.39, 0.15], [2.69, 0.17, 3.57], [-1.36, -3.49, 2.59], [-3.82, 2.08, 0.07], [-0.09, 3.38, -2.46], [-1.13, -4.88, -0.81], [-1.30, 5.14, 3.72], [3.39, -0.23, -2.32], [3.36, -1.64, 0.02], [4.10, 0.27, -1.23], [-0.37, 5.60, 4.62], [4.14, -0.44, -0.05], [-1.74, -2.85, -4.94], [2.71, -1.45, -2.24], [-2.81, 3.11, -0.32], [1.35, 0.33, 4.25], [-2.46, -2.02, -4.10], [1.38, 2.93, -2.42], [-0.48, -2.45, -5.35], [0.26, 3.68, 2.73], [-0.64, -1.01, -0.07], [-2.00, -0.77, -3.77], [0.97, 5.15, 4.54], [-0.72, -0.35, -4.26], [0.07, -1.23, -5.05], [1.27, 4.13, 3.64], [-2.75, -3.96, 3.04], [2.67, -2.15, -1.05], [-1.01, 4.16, 2.78], [-0.04, -5.88, -0.58], [-2.06, -3.90, -5.07], [0.83, -0.61, 4.13], [2.23, 3.63, 3.73], [4.64, 1.24, -1.21], [-0.64, 6.33, 5.35], [-1.86, 2.85, 0.12], [-3.49, -3.29, 2.58], [-2.82, -4.95, 2.59], [4.69, -0.08, 0.83], [-2.69, -4.02, 4.08], [0.77, 1.00, 3.65], [-1.70, -0.93, 0.14], [-3.23, 4.07, -0.05], [2.00, -3.02, -1.01], [-1.78, 3.82, 2.09], [0.11, -3.12, -6.01], [1.60, 0.74, 5.23], [1.97, 3.84, -2.70], [1.73, 5.56, 5.20], [-2.69, 3.05, -1.39], [2.24, -1.89, -3.16], [3.43, -2.13, 1.00], [0.70, -5.83, -1.43], [0.44, 2.82, 2.11], [-2.29, 5.57, 3.73], [-0.17, -1.68, 0.66], [-2.59, -0.19, -3.08], [1.54, 2.68, -1.41], [1.10, -1.04, -5.38], [-0.61, -6.81, -0.54], [3.18, 0.33, -3.27], [-0.53, -1.21, -1.17], [-3.36, -2.35, -3.59], [0.45, -5.76, 0.37], [1.47, 2.09, -3.09], [-0.36, 0.64, -4.03]],
  "mulliken_charge": [-0.4536, -0.4507, -0.5580, -0.5528, -0.2892, -0.5615, -0.5433, -0.3408, -0.5439, -0.6062, -0.3923, -0.5961, 0.8142, 1.0015, 0.7382, 0.9627, 1.0560, 0.8599, -0.5146, -0.5067, -0.2073, -0.2902, -0.4925, -0.7462, -0.7824, 0.1448, -0.4826, -0.4116, -0.1313, -0.6941, -0.0215, 0.0150, -0.6583, -0.6578, -0.4526, 0.2199, -0.7963, -0.4463, -0.7759, -0.4122, -0.2227, -0.8396, 0.3338, 0.2256, 0.4124, 0.3273, 0.3771, -0.1612, 0.2973, 0.2893, 0.4183, 0.3242, -0.0185, 0.4246, 0.3643, 0.2519, 0.1926, 0.3070, 0.2927, 0.3171, 0.3718, 0.3998, 0.3155, 0.3162, 0.2787, 0.4360, 0.3520, 0.0946, 0.4568, 0.2341, 0.4420, 0.3787, 0.3857, 0.0868, 0.3728, 0.2700, 0.1953, 0.2559],
  "charge": 0,
  "e_above_lowest_kj_mol": 0.00,
  "homo_energy_ha": -0.333,
  "energy_ha": -2166.91881,
  "gap_ev": 8.88,
  "smiles": "C[N+](=O)[O-].C[N+](=O)[O-].C[N+](=O)[O-].C[N+](=O)[O-].C[N+](=O)[O-].C[N+](=O)[O-].c1ccccc1.c1ccccc1.c1ccccc1"
}

***

Entry 3:
{
  "formula": "C24H36O12",
  "method": "ωB97M-V/def2-TZVPD",
  "symbols": ["O", "O", "O", "O", "O", "O", "O", "O", "O", "O", "O", "O", "C", "C", "C", "C", "C", "C", "C", "C", "C", "C", "C", "C", "C", "C", "C", "C", "C", "C", "C", "C", "C", "C", "C", "C", "H", "H", "H", "H", "H", "H", "H", "H", "H", "H", "H", "H", "H", "H", "H", "H", "H", "H", "H", "H", "H", "H", "H", "H", "H", "H", "H", "H", "H", "H", "H", "H", "H", "H", "H", "H"],
  "coordinates": [[6.81, 7.68, 3.83], [-3.59, 7.08, 5.33], [-4.92, 6.57, 3.55], [-6.55, 4.81, -4.83], [0.47, -3.01, 0.55], [6.94, -8.06, -5.59], [-5.48, -8.62, 4.23], [-6.81, -9.90, 2.99], [8.78, -7.52, -4.39], [-5.53, 2.94, -3.96], [2.32, -2.39, -0.48], [8.37, 8.97, 4.73], [5.14, 7.86, 5.45], [-6.69, -10.60, 1.76], [-3.34, 4.86, 4.14], [0.79, -0.66, -0.05], [-3.89, 6.28, 4.48], [7.32, 8.32, 4.88], [9.20, -6.49, -3.50], [-6.92, 5.27, -6.08], [8.02, -5.62, -3.27], [1.14, -2.11, 0.04], [-3.79, 4.66, 2.68], [-5.83, 3.16, -6.42], [5.68, 7.01, 4.26], [6.45, 8.33, 6.08], [-6.00, 4.48, -7.05], [-5.87, 3.57, -4.95], [-4.50, -9.93, 2.32], [-5.60, -9.36, 3.30], [7.07, -5.98, -4.33], [-5.36, -10.08, 1.11], [2.91, -1.20, -1.06], [2.04, 0.04, -0.57], [7.58, -7.30, -4.89], [-5.08, 5.59, 2.57], [-3.08, 5.15, 2.02], [1.89, 0.68, -1.44], [2.95, -1.22, -2.15], [-5.07, 5.04, -7.20], [-5.75, -9.19, 0.62], [-4.95, 2.65, -6.80], [-4.15, -10.91, 2.65], [4.44, 8.64, 5.16], [8.32, -4.58, -3.31], [-6.78, 6.34, -6.17], [9.43, -6.99, -2.56], [-3.77, -9.15, 2.14], [6.92, 7.57, 6.71], [-5.98, 5.03, 2.81], [7.10, -5.24, -5.13], [5.94, 6.04, 4.68], [2.56, 0.55, 0.25], [-4.94, -10.73, 0.34], [-3.93, 4.25, 4.83], [3.94, -1.19, -0.71], [-3.93, 3.62, 2.40], [7.57, -5.89, -2.31], [-2.28, 4.69, 4.34], [0.48, -0.21, 0.90], [10.07, -6.03, -3.97], [4.62, 7.25, 6.19], [-5.16, 6.05, 1.58], [-0.07, -0.43, -0.67], [-6.61, -11.69, 1.84], [6.51, 9.29, 6.59], [4.96, 6.80, 3.47], [6.00, -6.02, -4.15], [-7.53, -10.50, 1.08], [-6.40, 4.32, -8.05], [-7.92, 4.86, -6.18], [-6.64, 2.47, -6.67]],
  "mulliken_charge": [-0.3073, -0.5397, -0.3354, -0.3250, -0.6203, -0.5951, -0.5418, -0.3138, -0.3422, -0.5684, -0.3206, -0.6258, -0.5076, -0.4496, -0.3930, -0.3371, 0.4589, 0.4809, -0.3587, -0.3736, -0.3813, 0.5163, -0.5086, -0.3674, -0.3870, -0.3010, -0.5604, 0.4833, -0.3591, 0.4822, -0.4348, -0.5797, -0.3811, -0.4533, 0.5178, -0.3830, 0.2570, 0.2924, 0.2546, 0.2907, 0.2678, 0.2826, 0.2849, 0.2886, 0.2846, 0.3009, 0.2387, 0.2660, 0.2201, 0.2679, 0.2174, 0.2474, 0.2510, 0.3501, 0.2391, 0.2874, 0.3347, 0.2406, 0.3168, 0.2661, 0.2998, 0.2776, 0.2854, 0.2446, 0.2609, 0.2839, 0.3301, 0.3133, 0.3322, 0.3037, 0.2767, 0.2566],
  "charge": 0,
  "e_above_lowest_kj_mol": 311.96,
  "homo_energy_ha": -0.370,
  "energy_ha": -1838.95167,
  "gap_ev": 10.46,
  "smiles": "O=C1CCCO1.O=C1CCCO1.O=C1CCCO1.O=C1CCCO1.O=C1CCCO1.O=C1CCCO1"
}

***

Look up the charge of the first one.
0

***

charge of number 2 (C24H36N6O12)?
0